# 1
Molecular formula: C4H5N2OP
Method: DFT, ωB97M-V/def2-TZVPD

```
13
Properties=species:S:1:pos:R:3:forces:R:3:lowdin_charge:R:1
C -1.341358 -0.104751 0.944847 1.587 -0.253 0.783 -0.0022
C -0.006822 -0.754857 1.315524 0.459 0.662 -4.460 -0.5066
O 0.332847 -1.182189 2.350567 0.258 -0.916 3.131 0.0824
C 0.957834 -0.873404 0.115369 0.203 -1.271 1.731 -0.4174
C 0.869786 -0.158896 -1.050617 1.885 0.084 -1.154 -0.2231
N 1.851623 -0.390281 -1.944741 -0.494 0.885 -0.304 -0.0369
N 2.684712 -1.317320 -1.477289 -1.738 0.252 1.822 -0.3198
P 2.366569 -1.913946 0.063118 -0.829 0.352 0.286 1.0118
H -1.074949 0.642868 0.178831 -0.900 -0.161 0.590 0.0594
H -1.691508 0.289869 1.902430 -0.595 0.141 -0.526 0.0897
H -1.935439 -0.921201 0.530235 -0.322 0.348 0.028 0.0979
H 0.231771 0.701700 -1.148870 -0.165 -0.112 -0.803 0.0966
H 3.546707 -1.500374 -1.919711 0.650 -0.012 -1.125 0.0683
```
Forces are in eV/Å.

HOMO level ... -9.226 eV
Gap between HOMO and LUMO ... 0.341 hartree
Charge ... 0
Total energy ... -18544.52671 eV
Energy above the lowest of the compared OMol25 structures with the same formula, charge and spin ... 3.5 kcal per mole
SMILES string ... CC(=O)c1cn[nH]p1

---

# 2
Molecular formula: C4H5N3
Method: DFT, ωB97M-V/def2-TZVPD

```
12
Properties=species:S:1:pos:R:3:forces:R:3:lowdin_charge:R:1
C 0.037502 0.355407 -0.026610 0.454 0.294 0.037 -0.0185
C 1.092486 1.030244 0.129215 0.186 -0.312 -0.051 -0.0756
N 2.357493 1.019877 0.217429 -0.368 0.017 -0.037 0.1289
C 2.661031 -0.319364 0.088272 0.080 -0.241 -0.017 -0.1859
N 1.778857 -1.288276 -0.074825 -0.030 0.279 0.037 0.0703
C 0.464794 -0.983768 -0.128982 0.059 -0.108 -0.012 -0.1387
H 3.716890 -0.562779 0.128896 -0.126 -0.001 0.005 0.1155
H -0.226060 -1.817208 -0.254584 0.107 0.183 0.016 0.1018
N -2.792748 0.391026 0.000000 -0.372 0.173 0.118 -0.0061
H -2.819856 0.712125 -0.962931 -0.015 -0.096 0.036 0.0074
H -3.755852 0.280007 0.307924 0.067 0.067 -0.091 0.0069
H -2.395571 1.163614 0.530445 -0.043 -0.256 -0.042 -0.0062
```
Forces are in eV/Å.

HOMO level ... -9.429 eV
Gap between HOMO and LUMO ... 0.345 hartree
Charge ... 0
Total energy ... -8695.41796 eV
Energy above the lowest of the compared OMol25 structures with the same formula, charge and spin ... 101.3 kcal per mole
SMILES string ... C1=C=NC=NC=1.N

---

# 3
Molecular formula: C4H5N3
Method: DFT, ωB97M-V/def2-TZVPD

```
12
Properties=species:S:1:pos:R:3:forces:R:3:lowdin_charge:R:1
N -2.002791 0.148577 -0.236514 -0.069 -0.001 0.003 0.0905
C -0.630280 0.051148 -0.062022 0.411 -0.021 0.008 -0.3020
C 0.175238 1.165475 0.194295 -0.044 -0.070 -0.064 -0.0974
N 1.498559 1.091608 0.291764 -0.174 -0.173 -0.026 0.0681
C 2.042666 -0.112388 0.133411 0.025 0.008 0.039 -0.2352
N 1.383767 -1.242991 -0.111801 -0.072 0.222 0.058 0.0686
C 0.060649 -1.154834 -0.205839 0.020 0.018 -0.057 -0.0980
H -2.437099 0.953720 0.184448 -0.014 -0.014 0.010 0.0883
H -2.529729 -0.697968 -0.086917 0.057 0.047 0.010 0.0898
H -0.269653 2.153774 0.310530 0.024 -0.115 0.006 0.1124
H 3.126406 -0.170482 0.218450 -0.202 -0.050 -0.044 0.1019
H -0.474754 -2.080992 -0.421012 0.038 0.149 0.056 0.1130
```
Forces are in eV/Å.

HOMO level ... -8.818 eV
Gap between HOMO and LUMO ... 0.355 hartree
Charge ... 0
Total energy ... -8699.26510 eV
Energy above the lowest of the compared OMol25 structures with the same formula, charge and spin ... 12.6 kcal per mole
SMILES string ... Nc1cncnc1